This record from OMol25 describes C3H7NS2 in the gas phase. The level of theory is wB97M-V/def2-TZVPD.

Properties
multiplicity = 1
net charge = 0
SMILES = C[C@H](N)C(=S)S
Kohn-Sham gap = 8.56 eV
max |F| = 1.74 eV/Å

```
13
Properties=species:S:1:pos:R:3:forces:R:3
C 0.48915 -0.88182 0.99146 -1.11 -0.38 0.35
C -0.06153 -0.36347 -0.33965 0.44 0.50 0.39
N 0.92594 0.55222 -0.90591 0.47 -0.31 -0.33
C -1.39535 0.37050 -0.15163 -0.05 0.14 0.77
S -2.85395 -0.38621 -0.20943 0.98 0.54 -0.06
S -1.15006 2.03358 0.32756 -1.73 -0.03 0.15
H 1.27378 -1.63165 0.88781 0.23 0.34 -0.26
H -0.32753 -1.40766 1.48428 -0.07 -0.10 0.12
H 0.76581 -0.07305 1.66500 0.28 0.08 -0.18
H -0.32993 -1.19132 -0.95677 0.08 -0.77 -0.66
H 0.67824 0.81997 -1.83596 -0.45 0.32 -0.66
H 1.84380 0.14694 -1.02544 0.08 -0.36 0.46
H 0.14163 2.01196 0.06870 0.85 0.03 -0.09
```
Forces are in eV/Å.



This record from OMol25 describes C3H7NSi in the gas phase. The level of theory is wB97M-V/def2-TZVPD.

Properties
multiplicity = 1
net charge = 0
SMILES = C[Si]1(C)C=N1
Kohn-Sham gap = 9.44 eV
max |F| = 5.79 eV/Å

```
12
Properties=species:S:1:pos:R:3:forces:R:3
C 0.87176 0.65354 -1.32545 -0.61 -0.99 -0.55
Si -0.23836 0.23931 0.12426 -0.29 -2.03 -1.01
C 0.47069 -0.44943 1.69075 3.33 1.95 -2.34
C -1.79208 -0.62667 -0.34595 0.28 5.78 0.38
N -1.88344 0.76769 0.00779 -0.44 -4.50 -1.06
H 0.36357 1.33984 -1.97918 -0.26 0.92 0.07
H 1.83410 1.02913 -1.04273 0.65 0.11 -0.11
H 0.93132 -0.20271 -2.05303 0.37 0.29 1.15
H 0.07186 -1.35221 1.88645 -1.99 -2.69 1.15
H 1.56321 -0.68101 1.61645 -0.62 0.44 -0.24
H 0.40208 0.31774 2.38964 -0.43 0.87 1.89
H -2.59472 -1.03522 -0.96899 0.01 -0.16 0.67
```
Forces are in eV/Å.



This record from OMol25 describes 2 unconnected molecules or ions with the total composition C3H7O. The level of theory is wB97M-V/def2-TZVPD.

Properties
multiplicity = 1
net charge = -1
Kohn-Sham gap = 5.22 eV
max |F| = 1.63 eV/Å

```
11
Properties=species:S:1:pos:R:3:forces:R:3
O 2.64445 -1.34792 -1.37430 -0.21 0.44 -0.07
H 1.91406 -1.11855 -1.96809 0.17 -0.17 0.23
C -0.34431 -0.07490 1.37223 0.94 0.12 -0.27
C -0.81714 0.75622 0.34140 -0.67 -0.43 1.42
C -2.14214 0.98935 0.01504 0.79 -0.34 -0.02
H 0.55348 0.14549 1.94933 0.31 0.13 -0.59
H 2.42360 -0.83502 -0.57930 -0.10 -0.32 -0.06
H -0.97733 -0.70891 1.94464 -0.97 -0.38 0.30
H -0.02218 1.27055 -0.15908 0.28 0.75 -0.49
H -2.43341 1.75038 -0.68772 -0.18 -0.03 -0.27
H -2.86337 0.47129 0.63770 -0.36 0.22 -0.18
```
Forces are in eV/Å.



This record from OMol25 describes a gas-phase ion, C3H7O2 (charge -1). The level of theory is wB97M-V/def2-TZVPD.

Properties
multiplicity = 1
net charge = -1
SMILES = [O-]CCCO
Kohn-Sham gap = 6.37 eV
max |F| = 5.89 eV/Å

```
12
Properties=species:S:1:pos:R:3:forces:R:3
O -0.85962 0.41746 -2.66004 0.98 1.51 2.14
C -0.73680 0.73474 -1.33100 0.46 -0.43 0.49
C 0.54328 0.05131 -0.48370 -0.32 -0.32 -0.13
C 0.33334 -0.00551 1.04713 -2.29 -3.21 0.53
O 0.97094 -1.23976 1.77035 3.04 4.97 -0.88
H -1.48326 0.21003 -0.77224 -1.49 -0.37 0.74
H -0.84999 1.87129 -0.79881 0.50 -1.64 -1.76
H 0.45367 -1.07649 -0.69934 0.69 1.73 -0.41
H 1.46981 0.56182 -0.81008 -0.16 -0.76 0.17
H 0.46166 0.77884 1.79122 0.50 0.31 -0.63
H -0.75887 -0.32995 1.11508 0.90 0.95 0.03
H 0.45584 -1.97376 1.83143 -2.81 -2.73 -0.27
```
Forces are in eV/Å.



This record from OMol25 describes 2 unconnected molecules or ions with the total composition C3H7O2. The level of theory is wB97M-V/def2-TZVPD.

Properties
multiplicity = 1
net charge = -1
Kohn-Sham gap = 7.02 eV
max |F| = 1.85 eV/Å

```
12
Properties=species:S:1:pos:R:3:forces:R:3
C 0.45051 0.50950 -1.90266 -0.08 -0.70 0.21
O 1.01191 -0.51111 -1.06494 -0.17 0.30 -0.73
H -0.29864 1.14341 -1.39472 0.50 -0.29 0.00
H 1.31402 1.08497 -2.25151 -0.31 0.34 -0.24
H -0.07137 0.05966 -2.79008 0.47 0.19 0.60
O -1.56976 0.71768 0.62949 0.13 0.38 0.41
C -0.70953 0.33695 1.46443 0.26 -1.34 0.25
C -0.19284 -0.97722 1.60578 -1.15 1.44 -0.13
H -0.26313 1.07209 2.21520 -0.17 -0.15 -0.69
H -0.81097 -1.80087 1.23015 0.50 0.15 -0.04
H 0.49637 -1.11611 2.41298 0.29 -0.36 0.39
H 0.64343 -0.51895 -0.15412 -0.27 0.04 -0.05
```
Forces are in eV/Å.



This record from OMol25 describes 3 unconnected molecules or ions with the total composition C3H7O2. The level of theory is wB97M-V/def2-TZVPD.

Properties
multiplicity = 1
net charge = -1
Kohn-Sham gap = 6.88 eV
max |F| = 0.70 eV/Å

```
12
Properties=species:S:1:pos:R:3:forces:R:3
C -0.24314 -0.10100 2.69627 0.37 0.17 0.25
O -0.94781 -0.14689 3.68194 -0.09 0.02 -0.27
H -0.27390 0.71719 1.95455 -0.11 -0.23 0.16
H 0.56048 -0.84932 2.55181 -0.21 0.10 -0.20
H -1.32716 -0.72125 -4.50704 -0.05 0.01 0.06
C 1.28011 0.58071 -0.27583 -0.66 -0.14 -0.19
C 0.06380 -0.01749 -0.53813 -0.10 -0.26 0.41
O -0.64006 -0.82608 0.15279 0.29 0.18 0.09
H 1.65267 1.20960 -1.07366 0.30 0.20 0.21
H 1.80391 0.48115 0.67184 0.09 -0.10 -0.23
H -0.38394 0.27715 -1.50948 0.11 0.06 -0.24
H -1.54496 -0.60375 -3.80506 0.05 -0.02 -0.05
```
Forces are in eV/Å.



Relative energy (zero: lowest compared OMol25 entry of this formula, charge and spin), respectively: 54.21, 166.41, 136.32, 374.06, 189.62, 297.82 kJ/mol.
Energy, respectively: -969.6167, -462.6737, -193.6791, -268.8975, -268.9678, -268.9266 Ha.
HOMO, respectively: -8.682, -8.768, -0.834, -2.478, -2.622, -2.675 eV.